A molecular structure, C44H52BrN4OS4TaTe at a distorted geometry, computed with the ωB97M-V functional and the def2-TZVPD basis.

Output
* LUMO energy: -0.602 eV
* HOMO level: -7.2 eV
* Kohn-Sham gap: 6.5 eV

Each line ends with the Löwdin charge.
Cartesian coordinates (Å):
Ta  0.78129  -1.09217  -1.28086  1.2880
C  0.15298  -4.58969  -0.14817  -0.0520
C  0.58293  -4.03023  1.17804  -0.1996
C  0.16236  -4.65902  2.34316  -0.0466
C  0.60931  -4.24550  3.58705  -0.0935
C  1.50253  -3.19540  3.66973  -0.0559
C  1.95243  -2.53719  2.52574  -0.2180
C  3.00173  -1.46526  2.72686  -0.0445
C  1.46322  -2.93739  1.26901  -0.2216
N  1.90024  -2.27948  0.06741  -0.1246
C  3.24246  -2.40325  -0.26469  -0.3363
C  4.10761  -3.50211  0.28495  -0.0104
C  3.70443  -1.58626  -1.25273  -0.3240
C  5.14414  -1.60221  -1.68559  -0.0221
N  2.74736  -0.74846  -1.83261  -0.1217
C  3.23169  0.13787  -2.86869  -0.2351
C  3.58646  1.43724  -2.48329  -0.2270
C  3.54976  1.84753  -1.04068  -0.0376
C  4.01314  2.33884  -3.44707  -0.0635
C  4.11222  1.96322  -4.77895  -0.0843
C  3.84790  0.65370  -5.12773  -0.0488
C  3.43707  -0.28623  -4.18144  -0.2060
C  3.33744  -1.72083  -4.62554  -0.0708
H  -0.37946  -5.52854  -0.00020  0.0859
H  1.01238  -4.77242  -0.79503  0.0737
H  -0.50969  -3.90890  -0.68271  0.0070
H  -0.51865  -5.49833  2.26621  0.1102
H  0.27625  -4.75468  4.48312  0.1081
H  1.88809  -2.88466  4.63478  0.1143
H  3.78963  -1.84645  3.37805  0.0893
H  2.58267  -0.58670  3.22523  0.0810
H  3.47475  -1.14602  1.80267  0.0577
H  3.51612  -4.24141  0.82251  0.0860
H  4.86809  -3.12591  0.97606  0.0883
H  4.62883  -4.00726  -0.52869  0.0851
H  5.80657  -1.56652  -0.81889  0.0847
H  5.38132  -0.75314  -2.32229  0.0822
H  5.39139  -2.51046  -2.24430  0.0865
H  4.10307  1.13785  -0.41609  0.0806
H  2.52732  1.90319  -0.66569  0.0336
H  4.00756  2.82850  -0.91150  0.0834
H  4.28221  3.34385  -3.14229  0.1082
H  4.43589  2.67530  -5.52758  0.1033
H  3.99014  0.32623  -6.15137  0.1133
H  4.17367  -1.94784  -5.28898  0.0857
H  2.41521  -1.90761  -5.17365  0.0623
H  3.37019  -2.41821  -3.79172  0.0409
O  -4.10468  -4.47500  -4.97539  -0.0501
C  -3.27119  -3.93107  -4.30899  -1.0042
S  -1.52381  -4.05200  -4.61912  0.9817
C  -1.02718  -3.04231  -3.28585  -1.1075
C  -1.98225  -2.52629  -2.51037  -1.1254
S  -1.64272  -1.51070  -1.13720  0.5000
S  -3.64015  -2.91282  -2.89976  0.9749
S  0.66748  -2.74055  -3.00232  0.6095
N  0.93105  1.62257  0.99131  -0.0278
N  1.15753  0.23505  0.73600  -0.1200
H  1.01464  1.79739  1.98734  0.0747
H  -0.02453  1.82523  0.72103  -0.0492
H  0.86166  -0.35427  1.51293  0.0690
H  2.16084  0.11262  0.64590  0.0489
C  -5.45341  5.05633  5.26670  -0.0478
C  -4.77493  4.13135  4.29292  -0.2639
C  -5.30267  3.90178  3.03079  -0.0171
C  -4.69379  3.04354  2.12070  -0.3105
C  -5.34645  2.85681  0.77412  -0.0987
C  -3.50650  2.39327  2.49183  -0.3978
Te  -2.59573  1.09029  1.07504  1.4096
C  -2.94736  2.62209  3.75668  -0.2956
C  -1.68034  1.96985  4.24508  -0.0780
C  -3.59735  3.48459  4.63451  -0.0216
H  -6.34974  5.49781  4.83311  0.0734
H  -4.78638  5.86684  5.56509  0.0818
H  -5.74373  4.52188  6.17286  0.0826
H  -6.22046  4.40286  2.74236  0.1137
H  -6.27239  3.42820  0.72172  0.0746
H  -5.57608  1.80804  0.58441  0.0595
H  -4.69740  3.18803  -0.03788  0.0649
H  -1.04813  1.65039  3.41744  0.0106
H  -1.90896  1.08761  4.84725  0.0856
H  -1.11435  2.66084  4.87098  0.0816
H  -3.16139  3.65772  5.61386  0.1222
C  -1.53867  3.67954  -2.79558  -0.0475
C  -0.07260  3.30001  -3.04091  -0.6163
C  0.85432  4.30669  -2.34629  -0.0392
C  0.22115  3.27747  -4.54792  -0.0373
C  0.18046  1.96007  -2.49697  -0.0951
C  0.40589  0.85266  -2.04975  -0.1794
H  -1.74461  4.66361  -3.22272  0.0858
H  -1.75415  3.71486  -1.72579  0.0758
H  -2.20837  2.95123  -3.25408  0.0894
H  0.67444  5.30991  -2.73976  0.0872
H  1.89892  4.04577  -2.52015  0.0663
H  0.67855  4.31821  -1.26923  0.0851
H  0.05111  4.27024  -4.97129  0.0867
H  -0.42924  2.56511  -5.05665  0.0902
H  1.25676  2.98796  -4.73114  0.0732
Br  -3.73410  -4.93708  3.93688  0.7375
C  -3.45095  -3.22214  3.18424  -0.6817
C  -4.34095  -2.73263  2.24219  -0.1158
C  -4.10823  -1.48522  1.68125  -0.1394
C  -2.99345  -0.73921  2.05095  -0.5356
C  -2.11136  -1.25523  2.99264  -0.1346
C  -2.34380  -2.49273  3.57621  -0.1295
H  -5.19808  -3.31991  1.94254  0.1048
H  -4.79122  -1.10349  0.93315  0.0982
H  -1.22659  -0.70169  3.28052  0.0822
H  -1.65864  -2.88956  4.31097  0.0902

---

A molecular structure, C44H52N13O4PSr at a distorted geometry, computed with the ωB97M-V functional and the def2-TZVPD basis.

Output
* LUMO energy (alpha / beta): 0.501 / -0.331 eV
* HOMO level (alpha / beta): -6.0 / -5.1 eV
* Kohn-Sham gap (alpha / beta): 6.5 / 4.8 eV

Each line ends with the Löwdin charge.
Cartesian coordinates (Å):
Sr  0.14427  0.43884  0.42397  1.5410
C  4.85943  0.28887  -2.06684  -0.1019
C  5.14071  -0.86999  -1.34418  -0.0936
C  4.27460  -1.28525  -0.36046  -0.0430
C  3.09402  -0.53660  -0.11022  -0.3975
N  2.85054  0.60660  -0.79460  0.0930
C  3.71508  0.98892  -1.72423  -0.1565
N  2.15804  -0.80258  0.81860  -0.1370
C  0.60539  -2.45048  0.99677  -0.3261
N  -0.29315  -1.67124  1.63824  0.0190
C  -1.47032  -1.77421  0.96408  -0.3971
N  -2.57439  -1.15581  1.35979  0.1506
C  -3.36213  -0.54840  0.44768  -0.3835
C  -4.76686  -0.50407  0.61119  -0.0189
C  -5.53318  0.17096  -0.30569  -0.0885
C  -4.91230  0.83376  -1.36828  -0.0900
C  -3.53433  0.77762  -1.43443  -0.1590
N  -2.76586  0.11575  -0.57265  0.1106
C  -1.31607  -2.69456  -0.15488  -0.1160
C  -2.18482  -3.16457  -1.13224  -0.0101
C  -1.68850  -4.01540  -2.10014  -0.0770
C  -0.33497  -4.38530  -2.11179  -0.0803
C  0.53444  -3.94429  -1.13838  -0.0206
C  0.03890  -3.10782  -0.13309  -0.1269
H  5.51755  0.64021  -2.84877  0.0879
H  6.04709  -1.42971  -1.54608  0.1011
H  4.50318  -2.14259  0.25487  0.0669
H  3.47790  1.91946  -2.23418  0.1068
H  -5.20571  -1.02597  1.45061  0.1050
H  -6.61221  0.18682  -0.21096  0.1014
H  -5.48375  1.37947  -2.10615  0.0909
H  -3.00504  1.31038  -2.22287  0.1015
H  -3.22235  -2.85274  -1.14419  0.1146
H  -2.34357  -4.39115  -2.87588  0.0987
H  0.03266  -5.01864  -2.90968  0.0995
H  1.58220  -4.21238  -1.17332  0.0940
O  0.70582  4.83721  0.77625  0.0852
C  0.60471  3.53244  0.39622  -0.5178
O  0.80606  2.62514  1.22974  -0.1266
C  0.24494  3.31781  -0.96512  -0.2307
C  0.07337  4.33071  -1.95490  -0.0053
C  -0.24528  3.95365  -3.22763  -0.0798
C  -0.38796  2.57804  -3.55570  -0.0340
C  -0.21647  1.65533  -2.52899  -0.2460
N  0.07521  2.00761  -1.29256  -0.0293
C  -0.31214  0.16827  -2.67334  -0.4509
O  -0.73222  -0.32454  -3.84326  0.1500
O  -0.01615  -0.58778  -1.78019  0.0070
H  0.96131  4.83212  1.70546  0.1151
H  0.20049  5.36890  -1.68245  0.1110
H  -0.37512  4.69956  -4.00113  0.0996
H  -0.60111  2.28421  -4.57552  0.0935
H  -0.96493  0.38338  -4.45292  0.0956
N  -3.83618  4.53403  1.37794  0.1318
C  -3.18576  3.48362  1.96487  -0.3598
C  -2.31779  2.65679  1.23126  -0.0793
N  -1.64642  1.67733  1.80222  -0.0208
C  -1.83147  1.48681  3.11226  -0.1287
C  -2.69111  2.29350  3.82844  -0.1181
N  -3.37154  3.29280  3.26788  0.1206
H  -3.92504  4.54702  0.37799  0.0930
H  -4.57586  4.95323  1.91304  0.0938
H  -2.18642  2.80844  0.16534  0.1105
H  -1.29312  0.66341  3.56493  0.1003
H  -2.85828  2.14421  4.88870  0.1025
N  1.99361  -2.18114  1.20676  -0.1344
P  2.70962  -2.75734  2.57675  0.8392
N  1.78377  -3.17510  3.88938  -0.1798
C  1.71801  -2.31590  5.08042  -0.1979
C  1.05746  -3.10714  6.20199  -0.1749
C  -0.42468  -3.33878  5.86839  -0.1831
C  -0.61635  -3.53047  4.35210  -0.1674
C  0.64668  -4.10864  3.72730  -0.1908
N  3.40179  -4.20021  2.17209  -0.1743
C  3.85403  -5.16090  3.17792  -0.2050
C  3.29080  -6.55441  2.90971  -0.1781
C  3.63150  -7.00704  1.49122  -0.1986
C  3.15215  -5.96331  0.48414  -0.1822
C  3.74773  -4.59703  0.80529  -0.2009
N  3.81422  -1.64442  3.06310  -0.1807
C  3.39289  -0.29021  3.45582  -0.2032
C  4.38385  0.73366  2.91943  -0.1631
C  5.77952  0.42914  3.46268  -0.1930
C  6.17929  -1.00358  3.10504  -0.1727
C  5.12876  -2.00573  3.58072  -0.1901
H  1.13769  -1.40521  4.89012  0.1234
H  2.73043  -2.02343  5.36099  0.0988
H  1.16942  -2.57277  7.14588  0.1127
H  1.57757  -4.06290  6.30325  0.1108
H  -1.01447  -2.48461  6.20584  0.1084
H  -0.78431  -4.21478  6.41188  0.1057
H  -0.83575  -2.58501  3.85577  0.0901
H  -1.45367  -4.19938  4.15112  0.1179
H  0.49001  -4.30220  2.66710  0.1041
H  0.88914  -5.06323  4.21033  0.1113
H  3.54934  -4.80965  4.16233  0.1098
H  4.95044  -5.22193  3.15281  0.1187
H  2.20556  -6.54140  3.03562  0.1020
H  3.70982  -7.24904  3.64112  0.1143
H  3.16556  -7.97176  1.28328  0.1107
H  4.71495  -7.13512  1.39742  0.1138
H  2.06143  -5.89345  0.51981  0.1093
H  3.44183  -6.25048  -0.52894  0.1177
H  3.37115  -3.84324  0.12257  0.0750
H  4.84050  -4.64489  0.70240  0.1281
H  3.37720  -0.21677  4.55232  0.1129
H  2.39638  -0.09346  3.06666  0.1043
H  4.05707  1.73264  3.21496  0.1197
H  4.39347  0.69611  1.82951  0.1053
H  5.78690  0.55615  4.55085  0.1117
H  6.50872  1.12717  3.04762  0.1105
H  7.13745  -1.26462  3.55997  0.1121
H  6.27969  -1.08135  2.01938  0.1089
H  5.11415  -2.01895  4.68078  0.1235
H  5.38866  -3.00592  3.23748  0.0980

---

Calculated energy, -6493.9476, -3092.8878 hartree (same order as the records).